Formula: C3H9N
Source: the Open Molecules 2025 dataset
Level of theory: wB97M-V/def2-TZVPD

The relative energy (zero: lowest compared OMol25 entry of this formula, charge and spin) is 119.63 kJ/mol. The calculation puts the LUMO energy at 1.05 eV. The gap between HOMO and LUMO is 11.519 eV. The HOMO energy is -0.3848 Ha.

ORCA input file:
```
! RIJCOSX wB97M-V def2-TZVPD def2/J DEFGRID3
* xyz 0 1
C -1.175 2.253 3.657
N 0.052 1.937 3.523
H -1.416 3.298 3.496
H -1.928 1.494 3.842
H 0.090 0.952 3.783
C -0.029 -1.216 -2.733
C 1.180 -1.266 -1.764
H -1.024 -1.201 -2.286
H -0.016 -0.337 -3.384
H 0.008 -2.073 -3.403
H 2.032 -1.405 -2.417
H 0.973 -2.101 -1.105
H 1.252 -0.336 -1.210
*
```